Record 1
DFT (ωB97M-V with the def2-TZVPD basis set) results for a structure of composition C51H47N8O3STaTe.

* frontier orbital gap: 0.2574 hartree
* relative energy (zero: lowest compared OMol25 entry of this formula, charge and spin): 0.806 eV
* E_LUMO: -5.853 eV

Structure (ORCA input):
```
! RIJCOSX wB97M-V def2-TZVPD def2/J DEFGRID3
* xyz 2 1
Ta -0.82 0.88 0.17
O -5.07 1.05 0.83
C -3.93 1.22 0.44
N -2.84 0.53 0.89
C -3.22 -0.27 2.04
C -2.02 -0.64 2.82
C -2.11 -1.26 4.05
C -0.95 -1.56 4.73
C 0.27 -1.21 4.16
C 0.27 -0.58 2.93
N -0.86 -0.32 2.24
C -3.62 2.26 -0.57
C -4.65 3.03 -1.07
C -4.37 3.99 -2.03
C -3.05 4.12 -2.45
C -2.08 3.32 -1.88
N -2.33 2.39 -0.95
H -3.77 -1.17 1.75
H -3.93 0.29 2.66
H -3.08 -1.49 4.46
H -0.98 -2.05 5.70
H 1.21 -1.39 4.66
H 1.20 -0.25 2.50
H -5.64 2.85 -0.69
H -5.15 4.61 -2.45
H -2.76 4.84 -3.20
H -1.07 3.44 -2.22
C -2.55 5.43 3.39
C -1.08 5.08 3.55
N -0.38 4.98 2.28
C -0.30 3.89 1.52
S -0.90 2.38 2.12
N 0.23 3.99 0.33
N 0.30 2.80 -0.35
C 0.93 2.91 -1.48
C 1.58 4.17 -1.96
C 0.98 1.72 -2.31
C 1.82 1.61 -3.40
C 1.94 0.39 -4.05
C 1.23 -0.68 -3.55
C 0.40 -0.49 -2.46
N 0.22 0.69 -1.87
H -3.04 5.47 4.37
H -3.07 4.68 2.79
H -2.68 6.40 2.91
H -0.96 4.13 4.08
H -0.56 5.83 4.15
H -0.09 5.83 1.82
H 1.19 5.04 -1.44
H 1.44 4.28 -3.03
H 2.66 4.10 -1.76
H 2.42 2.46 -3.70
H 2.59 0.29 -4.91
H 1.30 -1.67 -3.99
H -0.14 -1.32 -2.04
C 5.17 -3.22 -1.12
C 4.03 -2.33 -0.72
C 4.21 -0.96 -0.53
C 3.17 -0.15 -0.12
C 3.39 1.31 0.17
O 3.55 2.09 -0.74
C 3.37 1.73 1.59
C 3.56 0.81 2.62
C 3.55 1.24 3.94
C 3.33 2.57 4.24
C 3.15 3.50 3.21
C 3.18 3.08 1.89
C 1.90 -0.70 0.07
O 0.90 0.11 0.45
C 1.68 -2.07 -0.10
C 2.77 -2.86 -0.48
C 0.35 -2.71 0.10
N -0.75 -2.05 0.04
C -1.99 -2.78 0.28
C -3.16 -2.37 -0.63
Te -2.86 -0.66 -1.84
C -2.15 -1.68 -3.54
C -2.17 -1.00 -4.75
C -1.66 -1.61 -5.89
C -1.14 -2.90 -5.82
C -1.14 -3.58 -4.61
C -1.64 -2.97 -3.47
C 0.40 -4.18 0.41
C 0.30 -5.13 -0.59
C 0.35 -6.48 -0.27
C 0.51 -6.88 1.05
C 0.62 -5.93 2.05
C 0.57 -4.58 1.73
H 6.01 -2.64 -1.51
H 4.87 -3.94 -1.88
H 5.53 -3.79 -0.27
H 5.19 -0.52 -0.69
H 3.74 -0.23 2.39
H 3.72 0.53 4.74
H 3.33 2.90 5.27
H 3.01 4.54 3.45
H 3.06 3.79 1.09
H 2.62 -3.92 -0.61
H -2.26 -2.61 1.32
H -1.85 -3.86 0.19
H -4.06 -2.16 -0.06
H -3.42 -3.15 -1.34
H -2.59 -0.01 -4.83
H -1.68 -1.09 -6.84
H -0.76 -3.38 -6.71
H -0.76 -4.59 -4.56
H -1.64 -3.51 -2.53
H 0.20 -4.83 -1.63
H 0.28 -7.23 -1.05
H 0.55 -7.93 1.30
H 0.75 -6.23 3.08
H 0.67 -3.83 2.51
*
```

***

Record 2
DFT (ωB97M-V with the def2-TZVPD basis set) results for a structure of composition C4H5N3O2 at a distorted geometry.

* frontier orbital gap: 0.3019 hartree
* relative energy (zero: lowest compared OMol25 entry of this formula, charge and spin): 4.947 eV
* E_LUMO: -0.759 eV

Structure (ORCA input):
```
! RIJCOSX wB97M-V def2-TZVPD def2/J DEFGRID3
* xyz 0 1
C 1.13 -0.51 -0.17
C 0.66 0.75 -0.05
C -1.69 -0.05 0.05
C 0.08 -1.53 -0.08
H 3.22 -0.36 -0.58
H 2.76 -1.17 1.15
H 0.86 2.70 0.74
H -0.99 2.05 -0.31
H 0.49 -2.52 -0.02
N 2.55 -0.97 -0.07
N -0.78 0.99 0.12
N -1.22 -1.32 0.22
O 1.48 1.86 -0.02
O -2.88 0.19 -0.16
*
```

***

Record 3
DFT (ωB97M-V with the def2-TZVPD basis set) results for the molecule C5H9NO at a distorted geometry.

* frontier orbital gap: 0.3961 hartree
* relative energy (zero: lowest compared OMol25 entry of this formula, charge and spin): 2.919 eV
* E_LUMO: 0.113 eV
* SMILES: CC(C)(C#N)CO

Structure (ORCA input):
```
! RIJCOSX wB97M-V def2-TZVPD def2/J DEFGRID3
* xyz 0 1
C 1.17 -0.04 0.93
C 0.20 -0.06 -0.27
C -0.34 1.33 -0.55
C -0.87 -1.12 -0.05
O -1.58 -0.90 1.14
C 0.83 -0.57 -1.67
N 1.93 -0.20 -1.66
H 0.55 0.08 1.84
H 1.72 -0.98 1.03
H 1.89 0.78 0.90
H 0.46 2.06 -0.71
H -0.93 1.67 0.31
H -0.98 1.33 -1.44
H -1.51 -1.13 -0.94
H -0.37 -2.09 0.02
H -2.26 -0.24 0.95
*
```

***

Record 4
DFT (ωB97M-V with the def2-TZVPD basis set) results for a structure of composition C15H20CuN7OS at a distorted geometry.

* frontier orbital gap (spin up / spin down): 0.2755 / 0.2254 hartree
* E_LUMO (spin up / spin down): -3.089 / -4.447 eV

Structure (ORCA input):
```
! RIJCOSX wB97M-V def2-TZVPD def2/J DEFGRID3
* xyz 1 2
Cu -0.24 0.05 -0.03
N -0.97 1.10 -1.67
C -1.74 2.24 -1.19
C -2.68 1.76 -0.08
N -1.87 1.15 0.95
C -2.53 0.29 1.92
C -1.45 -0.54 2.62
N -0.70 -1.28 1.60
H -0.14 1.40 -2.19
H -1.53 0.50 -2.27
H -2.31 2.73 -1.99
H -1.04 2.97 -0.78
H -3.36 1.00 -0.48
H -3.28 2.60 0.30
H -1.33 1.86 1.44
H -3.21 -0.38 1.38
H -3.11 0.85 2.66
H -1.89 -1.20 3.37
H -0.75 0.13 3.11
H -1.25 -2.07 1.26
H 0.18 -1.62 1.97
S 1.62 -3.35 -2.42
C 1.48 -1.90 -1.53
N 0.28 -1.55 -1.19
C -0.66 -2.45 -1.62
C -2.03 -2.37 -1.43
C -2.83 -3.38 -1.92
C -2.27 -4.46 -2.61
C -0.91 -4.55 -2.82
C -0.11 -3.54 -2.33
H 2.35 -1.32 -1.28
H -2.44 -1.52 -0.90
H -3.90 -3.35 -1.77
H -2.92 -5.25 -2.98
H -0.48 -5.39 -3.35
N 1.73 2.85 2.51
C 1.56 2.23 1.32
O 1.00 1.11 1.29
C 2.00 2.95 0.16
C 1.84 2.37 -1.08
N 1.62 1.85 -2.09
C 2.57 4.22 0.28
N 3.02 5.27 0.43
H 1.53 2.34 3.36
H 2.27 3.70 2.59
*
```